No. 1
Below is 3 unconnected molecules or ions with the total composition C28H43NO11P2 in a non-equilibrium geometry, with properties calculated with ωB97M-V/def2-TZVPD.

Each line ends with the Löwdin charge.
Atoms and positions in Å:
1 C 4.80163 4.50776 1.92230  -0.11
2 C 3.53136 4.11685 0.95061  -0.11
3 C 2.66046 2.69552 1.08722  0.00
4 C 1.35792 2.39082 0.08460  0.01
5 C 0.87110 3.47530 -1.06628  -0.06
6 C -0.41903 3.28677 -2.06784  -0.16
7 O -1.21084 4.52369 -2.23300  -0.17
8 C -2.20716 4.68402 -1.16138  -0.15
9 C -1.87764 4.79351 0.45216  0.00
10 C -3.05530 5.00429 1.61634  -0.06
11 C -4.64093 5.08351 1.20032  -0.09
12 C -5.00237 4.96295 -0.40854  -0.07
13 C -3.82036 4.77376 -1.57063  0.01
14 C 1.74938 4.85299 -1.19987  0.03
15 C 3.03054 5.14871 -0.22074  0.02
16 C 3.54953 6.62937 -0.69588  -0.24
17 O 4.67129 7.31542 -0.46371  -0.02
18 N 2.51274 7.28080 -1.61146  0.07
19 C 1.64325 6.14882 -2.19807  -0.23
20 O 0.99514 6.30621 -3.35486  0.00
21 H 5.42573 5.41557 1.47754  0.09
22 H 4.38194 4.90840 2.96556  0.10
23 H 5.51245 3.59405 2.11928  0.09
24 H 2.98894 1.89815 1.90698  0.10
25 H 0.77436 1.36060 0.21332  0.10
26 H 0.03791 3.04739 -3.14434  0.15
27 H -1.07793 2.33883 -1.78661  0.15
28 H -0.76765 4.75222 0.83867  0.08
29 H -2.78478 5.11016 2.77331  0.09
30 H -5.53591 5.23660 1.95202  0.08
31 H -6.13611 5.01230 -0.72854  0.08
32 H -4.08000 4.69378 -2.72977  0.10
33 H 1.79821 7.88764 -1.15189  0.14
34 C -0.88671 -3.58969 3.68749  -0.08
35 C -1.81587 -2.58488 4.33804  -0.30
36 O -2.15248 -1.55564 3.42179  -0.22
37 P -3.62042 -1.55626 2.64133  0.75
38 O -4.45040 -1.83733 3.91791  -0.25
39 O -3.85666 0.08918 2.65704  -0.23
40 C -5.09588 0.62228 3.09699  -0.31
41 C -4.95732 1.13187 4.52020  -0.08
42 O -2.69310 -1.24222 1.21502  -0.21
43 C -2.04057 -2.31791 0.56890  -0.31
44 C -2.96807 -3.48071 0.28273  -0.08
45 H -1.40793 -4.14266 2.90011  0.07
46 H -0.52107 -4.31234 4.42351  0.08
47 H -0.02882 -3.08957 3.22735  0.06
48 H -2.69258 -3.10180 4.73179  0.10
49 H -1.30549 -2.11231 5.18266  0.12
50 H -5.90093 -0.11596 3.00865  0.10
51 H -5.35301 1.45556 2.43611  0.11
52 H -4.58758 0.35459 5.19530  0.07
53 H -5.91616 1.49592 4.89999  0.08
54 H -4.23029 1.94985 4.56263  0.07
55 H -1.17568 -2.63024 1.15572  0.08
56 H -1.65103 -1.93202 -0.37893  0.12
57 H -3.35663 -3.91685 1.20801  0.07
58 H -2.44200 -4.26333 -0.27082  0.08
59 H -3.83228 -3.14948 -0.30446  0.09
60 C 2.26821 -6.84666 -3.93670  -0.09
61 C 1.85712 -6.22349 -2.61804  -0.30
62 O 2.80407 -5.24741 -2.21467  -0.22
63 P 2.50007 -3.62672 -2.42652  0.75
64 O 1.06540 -3.68294 -1.84677  -0.26
65 O 3.21876 -3.10256 -1.02215  -0.23
66 C 2.52688 -2.20972 -0.16333  -0.31
67 C 1.94484 -2.97653 1.01040  -0.08
68 O 4.10300 -3.56391 -3.07427  -0.20
69 C 4.32140 -3.97690 -4.40922  -0.31
70 C 3.38775 -3.30227 -5.39280  -0.09
71 H 2.20311 -6.11321 -4.74616  0.06
72 H 1.61451 -7.68751 -4.18831  0.08
73 H 3.30221 -7.20306 -3.89633  0.08
74 H 0.84708 -5.81973 -2.70562  0.10
75 H 1.83704 -6.99507 -1.84251  0.12
76 H 1.75406 -1.65362 -0.70592  0.10
77 H 3.24947 -1.47522 0.20492  0.11
78 H 1.30446 -3.79954 0.67995  0.07
79 H 1.35862 -2.31664 1.65620  0.06
80 H 2.74604 -3.42772 1.60536  0.08
81 H 4.25469 -5.06376 -4.47430  0.09
82 H 5.35394 -3.71257 -4.66029  0.13
83 H 2.34416 -3.56573 -5.19570  0.06
84 H 3.62923 -3.60044 -6.41674  0.09
85 H 3.46494 -2.21189 -5.31238  0.09

Forces on atoms 1 to 2 (eV/Å):
-0.6 0.6 0.1
-2.6 -0.6 -2.4

## Properties
F_max, eV/Å: 9.65
Net charge: 0
HOMO level, eV: -8.50
SMILES: Cc1ccc(COc2ccccc2)c2c1C(=O)NC2=O.CCOP(=O)(OCC)OCC.CCOP(=O)(OCC)OCC
Gap between HOMO and LUMO, eV: 6.49

No. 2
Below is a molecular structure, C28H44AlBr2Cl8F4LiO13PS2 in a non-equilibrium geometry, with properties calculated with ωB97M-V/def2-TZVPD.

Each line ends with the Löwdin charge.
Atoms and positions in Å:
1 C 0.08479 1.73962 3.61368  -0.12
2 C -0.93388 0.54426 3.12177  -0.21
3 C -0.52531 0.03465 1.58260  -0.19
4 C 0.92417 -0.72576 1.51061  -0.09
5 C 0.80699 -2.38714 1.38526  -0.39
6 O 1.24126 -2.68420 -0.02061  -0.18
7 C 0.32321 -2.12291 -1.00761  -0.15
8 C 1.04727 -0.99922 -2.01332  -0.13
9 O 0.27404 -0.82402 -3.25977  -0.23
10 C -0.96569 -0.06170 -3.03637  -0.27
11 C -0.74360 1.56305 -2.85415  -0.07
12 O -0.53211 -2.90566 1.69957  -0.05
13 C -0.68662 -4.32964 1.37141  -0.28
14 O -1.06069 -4.78126 0.14134  -0.04
15 P -0.44553 -5.76506 2.66853  1.02
16 O -0.29813 -7.29514 1.78896  -0.33
17 O -1.90142 -5.73910 3.63346  -0.30
18 C 1.96543 -3.16374 2.30843  -0.49
19 Cl 3.60534 -2.53248 1.60604  0.55
20 C 1.97464 -2.75344 3.88216  -0.26
21 C 0.58137 -2.98607 4.70690  -0.12
22 H -0.49470 2.77753 3.72332  0.06
23 H 0.69280 1.48906 4.58997  0.05
24 H 0.84717 1.91785 2.71424  0.08
25 H -2.00232 1.05776 2.99288  0.09
26 H -1.05332 -0.34050 3.87990  0.09
27 H -1.41921 -0.53288 1.08872  0.10
28 H -0.39907 1.04694 0.96276  0.11
29 H 1.50872 -0.39338 2.49760  0.12
30 H 1.57586 -0.25794 0.62618  0.12
31 H -0.68137 -1.69271 -0.59924  0.11
32 H 0.02223 -3.01568 -1.74084  0.15
33 H 1.16758 0.04469 -1.49869  0.12
34 H 2.14122 -1.34089 -2.32720  0.15
35 H -1.64335 -0.23327 -3.99875  0.10
36 H -1.60391 -0.41490 -2.11675  0.07
37 H 0.26937 1.91206 -3.33040  0.10
38 H -1.66701 2.16618 -3.25481  0.10
39 H -0.65132 1.76719 -1.68551  0.08
40 H 0.62476 -7.69746 1.96172  0.08
41 H -2.63477 -5.51343 2.96156  0.09
42 H 1.99419 -4.31967 2.13248  0.10
43 H 2.39786 -1.64810 4.03986  0.09
44 H 2.78778 -3.45116 4.41012  0.13
45 H -0.32406 -2.36363 4.24974  0.08
46 H 0.30691 -4.11374 4.91443  0.06
47 H 0.75432 -2.50707 5.78686  0.07
48 C -4.62952 3.71237 0.41055  -0.57
49 F -5.44393 2.62864 0.62055  0.08
50 F -4.89896 4.13872 -0.86529  0.08
51 F -5.10093 4.69831 1.23977  0.09
52 S -2.82116 3.32963 0.68576  0.49
53 O -2.49374 2.26644 -0.27429  -0.39
54 O -2.72016 2.89372 2.08543  -0.34
55 O -2.10779 4.58628 0.42012  -0.35
56 C -0.68701 -1.07628 -6.36217  0.08
57 C 0.24851 -0.97819 -7.31166  -0.05
58 C -0.09075 -1.13181 -8.74012  -0.37
59 O 0.76521 -1.04416 -9.60970  0.02
60 C -1.50330 -1.39626 -9.07860  0.05
61 C -2.43881 -1.49435 -8.12912  0.05
62 C -2.09956 -1.34073 -6.70065  -0.35
63 O -2.95552 -1.42837 -5.83108  0.11
64 H -0.45498 -0.96694 -5.30982  0.09
65 H 1.28879 -0.78381 -7.07960  -0.12
66 H -1.73532 -1.50560 -10.13096  0.14
67 H -3.47909 -1.68873 -8.36118  0.14
68 C -4.73149 1.77981 -6.34968  -1.04
69 Cl -4.00260 2.91812 -7.48898  0.51
70 Cl -5.07003 2.55989 -4.79985  0.52
71 H -5.66736 1.40480 -6.77113  0.04
72 H -4.04120 0.94864 -6.18640  -0.01
73 Br -3.16711 7.92575 2.68990  0.66
74 C -1.31841 8.45647 3.01508  -0.66
75 C -0.35534 7.57855 2.25105  -0.80
76 Br -0.14515 5.84235 3.11506  0.77
77 H -1.16480 8.43043 4.09743  0.06
78 H -1.25524 9.49189 2.66824  0.07
79 H 0.64680 8.01731 2.24762  0.04
80 H -0.66598 7.38730 1.22016  -0.14
81 Li -3.33595 -0.37618 -2.21637  0.82
82 F -2.11995 -4.64922 -1.44160  -0.39
83 C 3.14413 -2.90289 -12.29074  -1.99
84 Cl 3.79565 -4.56090 -12.32274  0.54
85 Cl 3.81343 -2.02875 -10.88984  0.44
86 Cl 3.59906 -2.05689 -13.79136  0.55
87 Cl 1.36840 -2.96501 -12.15895  0.53
88 Al 3.15972 -1.29186 -7.54383  1.13
89 C 4.41364 1.02828 7.65791  -0.22
90 C 3.76756 0.46735 8.92383  -0.22
91 C 2.48187 -0.24426 8.50591  -0.22
92 S 2.74119 -0.80009 6.82798  0.67
93 O 1.82941 -0.08518 5.95982  -0.34
94 O 2.85112 -2.24516 6.81591  -0.33
95 C 4.36851 -0.09928 6.63746  -0.23
96 H 5.43845 1.36484 7.83988  0.12
97 H 3.83412 1.88594 7.29596  0.12
98 H 4.45032 -0.25055 9.39436  0.12
99 H 3.56301 1.25424 9.65655  0.12
100 H 2.27257 -1.10541 9.14556  0.11
101 H 1.62761 0.43831 8.50863  0.11
102 H 4.50977 0.24410 5.61125  0.11
103 H 5.09843 -0.87789 6.87837  0.11
104 Cl 0.37193 7.52839 -0.19937  0.28

Forces on atoms 1 to 2 (eV/Å):
0.3 0.3 -0.7
-1.0 0.7 -0.8

## Properties
F_max, eV/Å: 9.23
Net charge: +1
HOMO level, eV: -8.68
Gap between HOMO and LUMO, eV: 1.16

No. 3
Below is 3 unconnected molecules or ions with the total composition C28H44BrI3NO9 in a non-equilibrium geometry, with properties calculated with ωB97M-V/def2-TZVPD.

Each line ends with the Löwdin charge.
Atoms and positions in Å:
1 C 1.43820 -2.86770 5.27454  0.10
2 C 1.36189 -1.95184 4.31543  -0.13
3 C 1.36631 -0.71727 3.24563  -0.21
4 N 2.22229 -1.14467 2.09095  0.12
5 C 1.89632 -0.43497 0.77197  -0.22
6 C 2.49472 -1.29946 -0.46400  -0.13
7 C 4.05228 -1.06564 -0.80826  -0.31
8 C 4.35683 0.04362 -1.94750  -0.57
9 I 6.07671 1.21971 -1.17215  0.73
10 C 2.75056 0.94549 0.85825  -0.10
11 O 2.22747 1.93018 1.79089  -0.21
12 O 2.58139 3.13468 1.28885  -0.03
13 C 0.31400 -0.25582 0.51821  -0.36
14 C 0.18049 0.90062 -0.65863  -0.11
15 C -0.22966 2.35919 -0.14681  -0.15
16 C -1.78728 2.73647 -0.51899  -0.07
17 C -2.58252 3.42065 0.69696  -0.31
18 O -2.04842 4.02235 1.69697  0.04
19 O -4.04418 3.42782 0.67581  -0.11
20 C -4.58433 2.37113 1.52064  -0.23
21 C -4.56155 2.70799 3.11135  -0.09
22 C -0.48120 -1.50990 -0.13578  -0.59
23 I -2.64042 -1.02006 0.12981  1.07
24 C -0.24257 -2.98568 0.39204  -0.72
25 C -1.55190 -3.82841 0.89473  -0.32
26 I 0.37883 -4.19952 -1.37897  0.93
27 O -0.47948 0.21166 1.62707  -0.22
28 C -0.09864 -0.15537 2.93917  -0.67
29 C -0.27521 1.19957 3.86350  -0.07
30 Br -1.38777 -1.44345 3.84761  0.78
31 H 1.66034 -3.28130 6.33845  0.09
32 H 1.96021 0.12665 3.79532  0.18
33 H 3.20824 -0.88931 2.35469  0.19
34 H 2.23582 -2.17724 2.00870  0.16
35 H 1.90296 -1.11317 -1.44997  0.14
36 H 2.42522 -2.41540 -0.12145  0.08
37 H 4.72635 -0.88190 0.12817  0.06
38 H 4.44318 -2.07980 -1.24093  0.13
39 H 4.76018 -0.45379 -2.91217  0.07
40 H 3.51262 0.80034 -2.12876  0.05
41 H 3.86224 0.77934 1.18953  0.13
42 H 2.84337 1.49437 -0.16723  0.13
43 H 2.48778 3.80291 2.01872  0.15
44 H -0.64920 0.61574 -1.43508  0.11
45 H 1.13594 0.93662 -1.33226  0.12
46 H -0.06647 2.61716 0.94992  0.10
47 H 0.40153 3.12711 -0.76221  0.13
48 H -2.38768 1.83787 -0.90972  0.07
49 H -1.77169 3.51086 -1.39361  0.14
50 H -5.71561 2.28430 1.24132  0.14
51 H -4.14407 1.31748 1.30006  0.06
52 H -3.49448 2.91023 3.52222  0.06
53 H -4.93506 1.75423 3.65253  0.08
54 H -5.29612 3.57411 3.35748  0.09
55 H -0.33946 -1.50879 -1.29419  0.05
56 H 0.56747 -3.17644 1.17686  0.06
57 H -2.30813 -4.03767 0.03758  0.06
58 H -1.12621 -4.88655 1.16149  0.08
59 H -2.02621 -3.43846 1.85901  0.01
60 H -1.28443 1.71997 3.69262  0.09
61 H -0.29392 0.79015 4.95885  0.09
62 H 0.63449 1.89710 3.80840  0.09
63 O 0.81502 -6.11330 -4.08801  0.04
64 C 1.45136 -7.10772 -3.82803  -0.49
65 O 0.89496 -8.30250 -3.48963  0.03
66 C 1.93137 -9.22584 -3.14155  -0.16
67 C 3.17667 -8.69580 -3.80951  -0.16
68 C 2.95094 -7.20099 -3.78375  -0.09
69 H 2.02327 -9.25240 -2.05135  0.13
70 H 1.66974 -10.22405 -3.49864  0.13
71 H 4.09770 -9.00893 -3.31381  0.12
72 H 3.21731 -9.04292 -4.84739  0.13
73 H 3.30909 -6.75079 -2.85432  0.13
74 H 3.40105 -6.71173 -4.64831  0.13
75 O -3.35189 5.33347 -3.86483  0.11
76 C -3.32822 6.22728 -3.05306  -0.48
77 O -2.36932 7.19385 -3.00879  0.03
78 C -2.58516 8.02194 -1.86203  -0.17
79 C -4.04226 7.84326 -1.51074  -0.16
80 C -4.30699 6.41426 -1.92794  -0.08
81 H -1.92000 7.68722 -1.05984  0.13
82 H -2.34850 9.05935 -2.10779  0.13
83 H -4.25875 8.04032 -0.45888  0.12
84 H -4.65531 8.52118 -2.11414  0.12
85 H -4.07147 5.70643 -1.12885  0.12
86 H -5.33294 6.28033 -2.27247  0.13

Forces on atoms 1 to 2 (eV/Å):
0.4 6.2 -4.3
0.9 -3.8 4.6

## Properties
F_max, eV/Å: 7.59
Net charge: +1
HOMO level, eV: -11.56
Gap between HOMO and LUMO, eV: 8.43